Density functional theory data (ωB97M-V/def2-TZVPD) for a cluster of 2 separate species, C3H9N3 in total.

XYZ file:
```
15
Properties=species:S:1:pos:R:3
C -0.08050 2.10461 0.65523
N 1.09717 -3.09785 0.68648
H 1.24570 -1.04668 -1.62346
H 0.71141 1.94995 -0.06570
H 0.54761 -3.27954 1.51913
H -0.40231 -1.76820 0.10288
H -1.89219 3.07935 -1.25872
C 0.66434 -2.11828 0.02734
N 1.43367 -1.16515 -0.64073
H -1.16660 1.61553 -1.62587
H -2.80465 1.60384 -0.81008
H 2.38253 -1.17673 -0.29871
C -1.80846 2.05609 -0.86622
H 0.28192 2.16784 1.68227
N -1.33958 2.12749 0.50841
```

Values from the calculation:
Orbital gap, eV: 10.37
Structure (SMILES): [H]/N=C/N.C=NC
LUMO, eV: 0.88

Density functional theory data (ωB97M-V/def2-TZVPD) for a structure of composition BaH15O8.

XYZ file:
```
24
Properties=species:S:1:pos:R:3
H -11.93847 -23.68437 -19.44619
H -10.29753 -25.26466 -23.52707
H -12.00765 -21.41720 -21.53327
O -8.81896 -22.18793 -19.50042
Ba -9.36597 -23.00342 -22.04992
O -8.00656 -20.51723 -22.33500
H -9.21620 -25.43041 -19.87972
H -6.02631 -23.01700 -22.53113
H -7.70184 -20.30762 -23.23023
O -6.66149 -23.30729 -21.86022
O -11.73398 -23.48086 -20.36828
H -6.17973 -23.28988 -21.02318
H -7.91295 -21.90178 -19.31521
H -8.27555 -21.98769 -24.52100
H -9.15977 -22.50674 -18.65460
O -11.08770 -24.71333 -23.44863
O -11.35363 -21.24794 -22.22975
H -8.26645 -19.66810 -21.95317
O -8.59807 -22.88890 -24.61112
O -8.79822 -25.19955 -20.72011
H -12.29272 -24.08219 -20.88733
H -11.43610 -20.30787 -22.43765
H -11.73009 -25.09910 -24.05672
H -8.27119 -25.97776 -20.95641
```

Values from the calculation:
Orbital gap, eV: 6.78
Charge: +1
LUMO, eV: -3.43

Density functional theory data (ωB97M-V/def2-TZVPD) for a cluster of 2 separate species, C6H6OS2 in total.

XYZ file:
```
15
Properties=species:S:1:pos:R:3
S -3.63021 0.41564 -0.11200
H 0.82502 -0.99590 1.85204
H 1.60446 0.53453 -1.59812
H 2.24416 -1.91963 -1.50573
H -0.82145 3.55013 -1.03520
H 1.37470 -2.14532 0.05368
H -0.04664 0.55376 2.39492
C 0.40521 -0.01982 1.53361
C 0.56733 0.48668 0.30375
C -0.34608 2.74654 -0.51845
C 1.26857 -0.17146 -0.79862
O -2.38954 -2.20024 -0.31345
C -0.10245 1.65541 -0.10283
S -2.63230 -1.05180 0.59060
C 1.67923 -1.43853 -0.74421
```

Values from the calculation:
Orbital gap, eV: 7.35
LUMO, eV: -1.73

Density functional theory data (ωB97M-V/def2-TZVPD) for a structure of composition C33H40I2MoN3O3.

XYZ file:
```
82
Properties=species:S:1:pos:R:3
N -1.35843 1.23873 0.34466
H -3.29814 -2.56626 3.11805
H 0.76534 -3.31834 2.35680
C 2.65215 -1.96963 -0.80042
H -3.73039 1.12782 2.09927
H 2.75880 -4.00759 -1.38630
C 2.14178 -1.05778 0.19749
C -2.48125 1.26324 -3.92930
H -2.40462 2.29064 -4.31526
C 1.53132 -3.77613 0.36966
C -2.53480 -0.65068 2.28474
N 0.81796 2.31766 0.08163
C -0.08605 -1.93911 -2.68084
O 4.17468 1.41030 0.13544
H 5.04725 -0.73965 -0.59223
C -2.43577 -1.90937 3.13435
H 3.58066 4.20881 0.06125
C 3.46122 -1.43256 -1.91117
H -3.26199 -2.81247 0.98982
C -3.15104 -0.97717 -1.92911
H -1.62220 -2.55805 2.85054
H 2.80702 -0.15730 4.15169
C -3.06664 -2.03461 0.23821
C 1.43948 -1.52407 1.33156
C 2.11514 2.67845 -0.03266
C 4.90621 -1.40647 -1.41574
O 0.31252 0.45731 -2.09305
H -4.09691 2.34300 -1.00819
H 4.00670 -1.78421 -3.99889
N 2.13278 0.29721 -0.03131
C -1.48473 2.67793 0.48198
C -3.38456 -2.09840 -1.07660
H -2.24644 -1.56503 4.16267
H 2.42344 -2.36866 -3.66789
H -4.08815 0.25567 3.52101
C 0.04476 -0.69046 -1.88780
H -1.56373 0.73589 -4.19648
H 5.61069 -1.09245 -2.17382
C -2.63575 0.20248 -1.49653
C 2.83872 -0.77069 3.26455
H -3.80567 -2.97527 -1.53676
H 1.80996 6.00795 0.34710
H -0.32201 -1.72671 -3.75003
I -0.62143 5.29804 4.10227
C 2.34180 -3.31835 -0.66186
C 2.97837 1.44835 0.00709
H -0.82396 -2.58744 -2.27623
Mo 0.24039 0.29092 -0.06388
H 1.61341 1.38109 2.31018
C 1.56265 4.96710 0.26919
H 3.12871 -0.41516 -2.11282
H 1.24719 -4.84592 0.47333
H -4.71272 -0.26044 1.97368
H -3.34414 0.73656 -4.42350
H -1.81614 0.03594 2.59672
H -3.85271 3.21193 -2.54240
H 0.57068 0.92330 3.58464
C 2.51200 3.97516 0.09817
H 5.16267 -2.38519 -1.00158
O -2.49139 3.17210 0.83270
H -0.59554 5.33870 0.43657
C -3.86788 0.16687 2.49834
C -3.89750 2.23277 -2.05293
H -1.75911 2.06625 -2.05875
H -4.78595 1.77329 -2.47825
C -2.15572 0.22062 -0.10478
C -2.51523 -0.85795 0.79100
H 0.81734 -1.39558 3.36116
C -0.07830 3.25456 0.25216
C 1.48009 -0.78189 2.66277
C 3.42093 -2.24646 -3.17439
H -3.49630 -1.04983 -2.96663
H 3.85813 -3.20285 -2.98670
H 3.55867 -0.43624 2.53777
H 0.05383 0.91085 1.94904
C 1.17358 -2.90957 1.40477
C 0.21519 4.61451 0.28963
H 0.82995 -2.53686 -2.54334
H 3.12139 -1.77402 3.60555
I -1.70828 3.32907 5.58282
C 0.92386 0.64709 2.60041
C -2.60787 1.40471 -2.38401
```

Values from the calculation:
Orbital gap (spin up / spin down), eV: 4.21 / 4.21
Charge: +3
LUMO (spin up / spin down), eV: -11.44 / -11.44

Density functional theory data (ωB97M-V/def2-TZVPD) for an isolated molecule of C4H6N2.

XYZ file:
```
12
Properties=species:S:1:pos:R:3
H 0.71366 0.40040 1.38774
C 0.32829 -0.58614 1.09100
C -0.56504 -0.39333 -0.16294
H 1.18281 -1.23917 0.91239
C 0.41445 1.80618 -0.05173
N -0.68906 1.07492 -0.20504
H 1.27187 1.12059 -0.20923
C 0.04478 -0.85386 -1.42829
H -1.39500 1.52579 -0.76253
H -0.26148 -0.90073 1.94880
H -1.53006 -0.91236 -0.06174
N 0.50193 -1.15025 -2.44947
```

Values from the calculation:
Orbital gap, eV: 9.22
LUMO, eV: 0.49

Density functional theory data (ωB97M-V/def2-TZVPD) for a cluster of 2 separate species, C3H10N2O in total.

XYZ file:
```
16
Properties=species:S:1:pos:R:3
H -1.69747 -1.42956 -0.04062
H 1.48853 0.88296 0.25368
H -0.08056 -1.27946 0.32838
C 0.25362 1.21014 -1.98821
N 2.09901 0.70603 -0.53960
H -0.52123 1.23064 -1.22915
H -0.78045 0.78718 1.55943
O -1.18668 -2.10015 1.84523
H -0.16974 1.52880 -2.92977
H 2.21599 1.47613 -2.54817
C 1.56787 1.20331 -1.72707
C -1.06324 -1.12959 0.79776
N -1.44129 0.19988 1.11103
H -0.96885 -1.59203 2.62254
H 2.99099 1.10020 -0.30156
H -2.30338 0.53313 0.79538
```

Values from the calculation:
Orbital gap, eV: 9.30
Structure (SMILES): C=CN.NCO
LUMO, eV: 0.82